*w*
This record from the OMol25 dataset describes an isolated ion of composition C5H13N2S and charge -1. The level of theory is ωB97M-V with the def2-TZVPD basis set.

Geometry as XYZ:
```
21
Properties=species:S:1:pos:R:3:lowdin_charge:R:1
C 2.27509 1.39490 0.33042 -0.1270
N 1.03542 0.66220 0.66437 -0.0944
C 0.37112 0.09586 -0.52870 -0.4566
C -0.46803 1.07933 -1.35404 -0.7296
S -1.93393 1.64492 -0.40010 0.1063
C -0.46250 -1.16965 0.02574 -0.2516
N 0.44865 -2.35792 0.06582 -0.1571
C 0.30170 -2.90169 1.44222 -0.1792
H 1.83765 2.42727 0.02250 0.0965
H 2.73098 1.00760 -0.54820 0.0497
H 2.99590 1.61465 1.07949 0.0392
H 0.38521 1.17404 1.13560 0.0155
H 1.15512 -0.37314 -1.20511 0.1237
H -0.81128 0.43330 -2.22882 0.0544
H 0.15834 1.89847 -1.72076 0.0275
H -1.20234 -1.45715 -0.75702 0.0903
H -1.15882 -1.16202 0.87580 0.0797
H 1.42948 -1.97177 -0.14405 0.0999
H 0.08751 -2.01529 2.18837 0.1026
H 1.25433 -3.19038 1.72207 0.0131
H -0.41200 -3.82677 1.37652 0.0970
```

Computed properties:
- Kohn-Sham gap: 6.285 eV
- E_LUMO: 3.7 eV
- Total charge: -1

=====

*x*
This record from the OMol25 dataset describes C5H13N2S as an isolated structure. The level of theory is ωB97M-V with the def2-TZVPD basis set.

Geometry as XYZ:
```
21
Properties=species:S:1:pos:R:3:lowdin_charge:R:1
C 0.28738 1.73635 0.16240 -0.3872
C -1.22000 1.58113 -0.03550 -0.7964
S -2.20394 2.95750 0.70619 0.0683
C 0.70893 1.70455 1.64744 -0.1553
N 0.46853 -2.12364 1.06332 0.0177
C 0.97984 -1.66049 -0.02369 -0.2988
C 0.34397 -1.84017 -1.40465 -0.2792
N -0.71623 -2.83701 -1.36787 -0.0188
H 0.63509 2.67335 -0.26776 0.0854
H 0.82245 0.92262 -0.35615 0.0467
H -1.48127 1.61467 -1.09680 0.0143
H -1.55712 0.62470 0.38848 0.0235
H 0.26999 2.55697 2.15827 0.0293
H 1.80312 1.82178 1.68861 0.0571
H 0.45719 0.76185 2.14044 0.0549
H 1.81710 -0.93369 -0.02516 0.1040
H -0.04005 -1.13814 0.76360 0.1208
H 0.02317 -0.84727 -1.73113 0.1045
H 1.13915 -2.19313 -2.07688 0.1044
H -1.03739 -2.87824 -0.40214 0.0396
H -1.49991 -2.50366 -1.93103 0.0652
```

Computed properties:
- Kohn-Sham gap: 5.735 eV
- E_LUMO: 3.3 eV
- Total charge: -1

=====

*y*
This record from the OMol25 dataset describes an isolated ion of composition C5H13N2S and charge -1. The level of theory is ωB97M-V with the def2-TZVPD basis set.

Geometry as XYZ:
```
21
Properties=species:S:1:pos:R:3:lowdin_charge:R:1
C 1.67269 1.44896 -0.58435 -0.3178
C 2.48907 0.39942 0.17732 -0.7797
S 2.90818 0.89973 1.89213 0.0631
C 0.27689 1.67353 -0.02074 -0.2768
N -0.78893 0.76023 -0.47483 -0.0823
C -0.89457 -0.48245 0.25603 -0.2698
C -2.15967 -1.22340 -0.13250 -0.3132
N -2.32750 -2.54863 0.41715 -0.0177
H 2.16890 2.42325 -0.50301 0.0847
H 1.65389 1.16281 -1.64256 0.0881
H 3.44353 0.25587 -0.34099 0.0204
H 1.95058 -0.54548 0.16650 0.0089
H 0.34379 1.64249 1.06988 0.0670
H -0.08932 2.69237 -0.22967 0.0964
H -0.62511 0.59013 -1.46035 0.0928
H -0.03161 -1.14745 0.14141 0.0988
H -0.86214 -0.23658 1.31902 0.1204
H -2.15269 -1.29030 -1.22509 0.1025
H -3.02250 -0.56395 0.01899 0.0992
H -1.96686 -2.63346 1.35419 0.0584
H -1.98662 -3.27708 -0.19852 0.0565
```

Computed properties:
- Kohn-Sham gap: 5.899 eV
- E_LUMO: 3.5 eV
- Total charge: -1

=====

We find *y* to be the most stable, with the next structure 163.4 kJ/mol higher.

=====

*w*
This record from the OMol25 dataset describes C3H6N2S2 as an isolated structure. The level of theory is ωB97M-V with the def2-TZVPD basis set.

Geometry as XYZ:
```
13
Properties=species:S:1:pos:R:3:lowdin_charge:R:1
C -0.39506 1.53605 0.94385 -0.1403
C 0.19143 0.41091 0.18653 -0.5735
C -0.89780 -0.65417 -0.09002 -1.0418
H -1.52495 1.58798 0.47000 0.0541
H -0.22675 1.48957 2.15758 0.1107
H 0.03659 2.82857 0.79284 0.1607
H 2.37313 -0.24818 -1.93935 0.0821
H 1.40337 -1.53229 -1.00170 0.0280
H -1.43009 -2.78967 0.68029 -0.0504
N 1.35512 0.38434 -0.40130 -0.0166
N 1.54699 -0.55556 -1.42420 -0.0321
S -0.12751 -2.18652 0.54856 0.7467
S -2.30448 -0.27103 -0.92308 0.6722
```

Computed properties:
- Kohn-Sham gap: 7.856 eV
- E_LUMO: -1.0 eV
- Total charge: 0

=====

*x*
This record from the OMol25 dataset describes one molecule with the formula C3H6N2S2. The level of theory is ωB97M-V with the def2-TZVPD basis set.

Geometry as XYZ:
```
13
Properties=species:S:1:pos:R:3:lowdin_charge:R:1
C 1.02257 -0.34344 -0.08121 -0.5549
C -0.08362 -0.11513 0.89452 -0.2422
C -1.43369 -0.15961 0.13864 -1.1380
H 1.58883 1.68094 0.15983 0.0748
H 2.55137 0.77537 -0.89440 0.1140
H 0.62046 -2.06859 -0.74332 0.0080
H 0.09358 0.83001 1.43439 0.1035
H -0.17451 -0.93174 1.64121 0.1178
H -3.06688 1.03542 -1.07530 -0.1310
N 1.80563 0.77796 -0.18547 0.1106
N 1.30237 -1.35088 -0.78407 0.1352
S -2.03003 1.45748 -0.35425 0.7488
S -2.19607 -1.58779 -0.15056 0.6533
```

Computed properties:
- Kohn-Sham gap: 8.466 eV
- E_LUMO: -0.5 eV
- Total charge: 0

=====

We find *x* to be the most stable, with the next structure 368.0 kJ/mol higher.